The following is a quantum chemistry calculation of a molecular structure, C3H10O4Si, from the OMol25 dataset.

## Properties
Multiplicity: 1
Electronic energy (eV): -19341.9985
Energy above the lowest of the compared OMol25 structures with the same formula, charge and spin (kJ/mol): 219.8
E_LUMO (eV): 0.6
Kohn-Sham gap (Ha): 0.3811

Last column: Löwdin charge in e.
Cartesian coordinates (Å):
1 Si 0.16861 -0.01239 0.13083  0.43
2 O 1.72834 -0.10934 0.45956  -0.15
3 O -0.47384 -0.20169 -2.03114  -0.27
4 O -0.69962 -1.25737 0.64732  -0.16
5 O -0.48447 1.41584 0.50126  -0.17
6 C -1.21537 -2.38099 0.01323  -0.15
7 C 2.95262 0.51680 0.67620  -0.13
8 C -1.76999 1.84145 0.19521  -0.14
9 H -2.24291 -2.14689 -0.19743  0.08
10 H -2.07579 1.72151 -0.86949  0.10
11 H -1.79533 2.94678 0.41642  0.11
12 H -0.77280 -2.82477 -1.00478  0.14
13 H 0.23989 0.22611 -2.45921  -0.08
14 H -2.45417 1.27995 0.71205  0.05
15 H 3.39795 0.91124 -0.23385  0.08
16 H 2.94155 1.42605 1.38911  0.12
17 H 3.76001 -0.19001 0.93420  0.09
18 H -1.20467 -3.16225 0.72050  0.06

***

The following is a quantum chemistry calculation of 2 unconnected molecules or ions with the total composition C3H10OS, from the OMol25 dataset.

## Properties
Multiplicity: 1
Electronic energy (eV): -16155.0185
SMILES string: CCCS.O
Energy above the lowest of the compared OMol25 structures with the same formula, charge and spin (kJ/mol): 81.7
E_LUMO (eV): 0.6
Kohn-Sham gap (Ha): 0.3413

Last column: Löwdin charge in e.
Cartesian coordinates (Å):
1 S -0.80746 -1.71370 2.04865  0.67
2 O -1.33890 1.96930 -0.17899  -0.05
3 C 1.17761 0.17502 -1.10889  -0.08
4 C 0.14144 -0.72640 -0.32801  -0.33
5 C 0.17242 -0.41654 1.19415  -0.55
6 H 0.94415 1.19665 -0.84163  0.05
7 H 0.46082 -1.67399 -0.52102  0.05
8 H -0.83381 -0.58507 -0.62737  0.06
9 H -1.89501 2.04710 -0.96971  0.06
10 H 1.29086 -0.53868 1.38102  0.10
11 H -1.96889 2.42985 0.39819  0.06
12 H -0.25391 0.46744 1.34882  -0.01
13 H -0.39795 -2.59909 1.08190  -0.13
14 H 2.17313 -0.00831 -0.72450  0.06
15 H 1.13548 -0.02356 -2.15261  0.06

***

The following is a quantum chemistry calculation of 2 unconnected molecules or ions with the total composition C3H10OS, from the OMol25 dataset.

## Properties
Multiplicity: 1
Electronic energy (eV): -16155.4109
SMILES string: CCSC.O
Energy above the lowest of the compared OMol25 structures with the same formula, charge and spin (kJ/mol): 43.9
E_LUMO (eV): 0.8
Kohn-Sham gap (Ha): 0.3407

Last column: Löwdin charge in e.
Cartesian coordinates (Å):
1 S 0.71868 1.22907 -2.67584  0.78
2 O 0.56079 -3.82403 4.84825  -0.02
3 C -0.77684 1.46920 -0.24667  -0.16
4 C 1.09107 -0.26296 -1.73496  -0.44
5 C -0.67956 1.86960 -1.74811  -0.57
6 H 0.20646 1.56547 0.21376  0.06
7 H -0.13361 -4.39929 4.60478  0.01
8 H 0.11309 -3.02713 5.06462  0.02
9 H 1.29902 -0.01049 -0.69822  0.02
10 H -1.34024 2.22155 0.30520  0.07
11 H -1.17624 0.46898 -0.12810  0.07
12 H -1.56405 1.48708 -2.25678  0.05
13 H -0.73299 2.95440 -1.71276  0.06
14 H 0.37040 -1.07771 -1.75068  0.04
15 H 2.04403 -0.66374 -2.08450  0.03

***

The following is a quantum chemistry calculation of 2 unconnected molecules or ions with the total composition C3H10OS, from the OMol25 dataset.

## Properties
Multiplicity: 2
Electronic energy (eV): -16145.5571
Net charge: +1
Energy above the lowest of the compared OMol25 structures with the same formula, charge and spin (kJ/mol): 169.1
<S²>: 0.75
E_LUMO (spin up / spin down) (eV): -4.0 / -8.9
Kohn-Sham gap (spin up / spin down) (Ha): 0.3795 / 0.2003

Last column: Löwdin charge in e.
Cartesian coordinates (Å):
1 S -0.46009 -1.73188 0.44664  1.14
2 O -1.76656 1.08398 1.63066  -0.12
3 C -0.38384 1.57092 1.46519  -0.13
4 C 1.05558 -0.64090 -1.46658  -0.19
5 C -0.25465 -1.34947 -1.32546  -0.46
6 H 1.87116 -1.20100 -1.01975  0.07
7 H 1.21371 0.34412 -0.93881  0.08
8 H 0.29843 1.14897 2.24887  0.09
9 H -0.29785 2.68770 1.46715  0.11
10 H 1.38535 -0.24306 -2.50986  0.14
11 H -1.15379 -0.83986 -1.70401  0.11
12 H -2.11501 1.87231 1.96458  0.04
13 H 0.05363 1.21502 0.54255  0.02
14 H 0.83528 -1.52900 0.92072  0.00
15 H -0.28135 -2.38785 -1.72189  0.11

***

Which value of energy above the lowest of the compared OMol25 structures with the same formula, charge and spin does entry 2 give? 81.7 kJ/mol

***

The highest energy above the lowest of the compared OMol25 structures with the same formula, charge and spin belongs to which entry? C3H10O4Si

***

electronic energy of number 4 (C3H10OS)? -16145.5571 eV